Molecular formula: C79H176N10O15P2
Method: DFT, wB97M-V/def2-TZVPD

```
! RIJCOSX wB97M-V def2-TZVPD def2/J DEFGRID3
* xyz 2 1
C -39.7756 6.2658 8.5028
C -40.1658 5.0974 9.3725
C -40.9405 5.4621 10.6847
C -41.0803 4.1937 11.6072
P -42.1684 4.4034 13.0545
C -43.7828 4.7858 12.4237
C -44.9232 4.7937 13.4992
C -46.2486 5.4286 13.0203
C -46.8040 4.4888 11.9048
C -41.6499 5.8083 14.1687
C -41.8305 5.4396 15.6525
C -41.3721 6.4976 16.6110
C -41.5695 6.1018 18.0873
C -42.3252 2.9056 13.9729
C -42.5835 1.6075 13.1483
C -42.9235 0.3663 13.8881
C -43.1710 -0.9618 13.1322
H -39.2078 7.0869 8.9405
H -40.6293 6.8590 8.1752
H -39.1271 6.0004 7.6678
H -39.2980 4.4682 9.5703
H -40.8928 4.5411 8.7807
H -41.8831 5.9765 10.4973
H -40.3106 6.1595 11.2369
H -40.1179 3.9260 12.0434
H -41.4648 3.4042 10.9615
H -43.9728 4.0416 11.6502
H -43.6888 5.7951 12.0229
H -44.6313 5.4043 14.3537
H -45.1069 3.8031 13.9154
H -46.0721 6.4450 12.6684
H -46.8814 5.4778 13.9065
H -46.2815 4.8882 11.0356
H -47.8762 4.6796 11.8579
H -46.6344 3.4212 12.0442
H -42.2570 6.6640 13.8732
H -40.5762 5.9135 14.0126
H -41.4337 4.4420 15.8408
H -42.8876 5.2920 15.8732
H -41.8208 7.4531 16.3395
H -40.3563 6.7443 16.3020
H -41.3051 6.9822 18.6730
H -40.7840 5.4189 18.4109
H -42.5415 5.7266 18.4074
H -42.9433 2.9456 14.8698
H -41.3234 2.7924 14.3874
H -41.7047 1.4708 12.5182
H -43.4461 1.6991 12.4883
H -43.8559 0.6093 14.3975
H -42.2470 0.3401 14.7424
H -42.2771 -1.1614 12.5412
H -44.0757 -1.1940 12.5704
H -43.2134 -1.7305 13.9039
C -37.2583 4.6656 10.7124
C -36.0978 5.6018 10.8175
C -36.0245 6.4161 12.0596
C -34.8076 7.3066 12.3459
P -33.5109 6.8094 13.6024
C -31.9315 7.6451 13.2113
C -31.0872 8.1172 14.4423
C -29.8090 8.9437 14.0300
C -30.0790 10.2059 13.2498
C -34.3833 7.1491 15.2183
C -35.6400 6.2953 15.5516
C -35.7056 6.1445 17.1105
C -37.1143 5.7415 17.5544
C -33.2898 4.9444 13.6297
C -32.6842 4.4513 14.9659
C -32.3778 2.9150 14.9140
C -33.5438 1.9936 15.2504
H -37.4111 4.3854 9.6702
H -38.1103 5.0581 11.2675
H -37.0340 3.7695 11.2912
H -36.2618 6.2823 9.9820
H -35.1524 5.0684 10.7181
H -36.3419 5.8015 12.9020
H -36.8915 7.0669 11.9460
H -35.1034 8.2890 12.7140
H -34.1668 7.4225 11.4718
H -32.2467 8.4245 12.5175
H -31.3193 6.9410 12.6478
H -30.8743 7.2612 15.0825
H -31.7237 8.8310 14.9652
H -29.0105 8.3482 13.5874
H -29.4139 9.2951 14.9832
H -30.2884 9.9649 12.2076
H -29.1403 10.7436 13.3834
H -30.8910 10.7380 13.7454
H -34.5504 8.2213 15.3204
H -33.5780 6.8807 15.9021
H -35.6344 5.2479 15.2499
H -36.5238 6.8656 15.2658
H -35.1749 6.8943 17.6972
H -34.9706 5.3778 17.3555
H -37.8489 6.4848 17.2446
H -37.1372 5.8452 18.6393
H -37.2499 4.7134 17.2189
H -32.5865 4.7728 12.8148
H -34.3046 4.5998 13.4306
H -33.2530 4.7697 15.8395
H -31.7740 5.0336 15.1095
H -31.4772 2.7277 15.4987
H -32.1820 2.6646 13.8713
H -34.2530 2.0915 14.4284
H -33.9384 2.2292 16.2387
H -33.2107 0.9576 15.3123
C -34.4150 -1.8284 15.4145
C -33.0833 -2.4439 15.4341
C -32.6791 -3.1849 16.7472
C -31.4505 -4.0862 16.7016
N -30.9864 -4.2705 18.1616
C -30.4592 -3.0557 18.9740
C -29.1637 -3.4074 19.6962
C -28.8834 -4.8740 19.2764
C -29.6878 -5.0851 17.9702
C -31.9246 -5.1823 18.9633
H -35.1146 -2.5359 15.8597
H -34.7259 -1.6427 14.3864
H -34.5002 -0.9423 16.0434
H -32.3930 -1.6161 15.2714
H -33.0426 -3.0836 14.5525
H -33.5273 -3.7443 17.1421
H -32.6251 -2.3646 17.4629
H -30.7557 -3.3206 16.3566
H -31.5469 -5.0120 16.1343
H -31.2443 -2.6023 19.5791
H -30.1535 -2.3636 18.1893
H -29.5037 -3.2857 20.7246
H -28.3914 -2.6684 19.4826
H -29.3408 -5.4992 20.0432
H -27.8198 -5.0739 19.1462
H -29.8481 -6.1432 17.7634
H -29.2006 -4.6742 17.0860
H -32.8507 -4.6084 18.9975
H -31.7365 -5.3009 20.0303
H -32.0427 -6.1651 18.5069
C -39.2950 -1.6440 13.9845
C -37.7624 -1.3388 14.1530
C -37.5368 -0.1768 15.1950
C -37.8360 -0.5107 16.6727
N -38.2379 0.7224 17.5334
C -39.4180 1.5347 17.0264
C -40.1026 2.0296 18.3035
C -39.9796 0.7917 19.2624
C -38.6809 0.1428 18.9434
C -36.9895 1.6055 17.6304
H -39.7750 -0.8634 13.3944
H -39.7383 -1.6336 14.9802
H -39.6335 -2.5227 13.4355
H -37.3529 -0.9463 13.2222
H -37.2626 -2.2452 14.4947
H -38.0845 0.7130 14.8844
H -36.4673 0.0336 15.1909
H -37.0263 -1.0562 17.1574
H -38.6861 -1.1928 16.6783
H -39.1548 2.4301 16.4633
H -40.0045 0.8549 16.4084
H -39.6556 2.8761 18.8248
H -41.1497 2.1614 18.0307
H -40.1839 0.9526 20.3209
H -40.7853 0.1378 18.9284
H -37.8905 0.3388 19.6680
H -38.8605 -0.9321 18.9634
H -37.2111 2.5189 18.1824
H -36.6151 1.7937 16.6242
H -36.1865 0.9806 18.0212
C -39.4526 -4.8112 15.4681
C -38.0180 -5.1736 15.2750
C -37.0418 -5.0957 16.5186
C -37.3013 -6.3974 17.4642
N -36.7684 -6.3202 18.9041
C -35.2559 -6.1167 19.2030
C -34.6852 -7.3866 19.7486
C -35.7639 -8.4436 19.3902
C -37.0842 -7.6650 19.5925
C -37.6212 -5.1305 19.5607
H -39.4153 -3.8745 16.0242
H -40.0044 -5.4056 16.1963
H -39.9625 -4.7070 14.5104
H -37.5817 -4.6607 14.4179
H -38.0385 -6.1973 14.9012
H -37.2343 -4.1484 17.0223
H -35.9841 -5.1566 16.2622
H -36.7277 -7.2616 17.1293
H -38.3703 -6.5972 17.5376
H -35.1189 -5.1908 19.7616
H -34.8541 -5.7752 18.2491
H -34.7587 -7.3333 20.8348
H -33.6516 -7.5132 19.4266
H -35.8143 -9.2631 20.1071
H -35.6817 -8.8252 18.3725
H -37.1487 -7.4136 20.6512
H -37.9997 -8.0813 19.1724
H -37.2884 -4.1979 19.1050
H -37.4907 -5.1590 20.6424
H -38.6690 -5.3819 19.3966
C -36.4634 -1.6855 27.6703
C -35.8697 -2.5686 26.5470
C -35.8177 -1.8946 25.1886
C -37.1825 -1.4501 24.6657
N -37.1953 -1.1292 23.1485
C -38.5324 -0.4773 22.7335
C -39.5817 -1.6491 22.6497
C -38.7391 -2.9702 22.4510
C -37.2491 -2.4865 22.3832
C -35.9718 -0.2777 22.6498
H -36.6768 -2.3572 28.5018
H -37.4339 -1.2772 27.3883
H -35.7738 -0.8740 27.9028
H -36.5399 -3.4183 26.4171
H -34.9533 -3.0705 26.8575
H -35.1906 -2.4465 24.4885
H -35.3265 -0.9329 25.3367
H -37.6475 -0.5682 25.1063
H -37.8919 -2.2765 24.7101
H -38.4093 -0.0508 21.7380
H -38.8598 0.3211 23.3995
H -40.1653 -1.4516 21.7506
H -40.2611 -1.7319 23.4980
H -38.9159 -3.4536 21.4901
H -38.9337 -3.6128 23.3096
H -36.9983 -2.4059 21.3255
H -36.4172 -3.0791 22.7637
H -35.6476 0.4928 23.3493
H -36.3522 0.2340 21.7657
H -35.1651 -0.9637 22.3916
C -35.6576 -3.8321 11.7488
C -35.1680 -2.4438 11.3696
C -35.7751 -2.0149 10.0287
C -37.3522 -1.8914 10.0768
N -37.9600 -0.9142 9.0837
C -37.6931 0.5809 9.5348
C -38.9287 1.4355 9.3763
C -40.0537 0.5032 9.0366
C -39.5595 -0.9717 9.1399
C -37.4219 -1.2142 7.6573
C -37.8884 -0.1595 6.5628
C -37.2856 -0.4558 5.2047
H -35.3404 -4.6219 11.0677
H -36.7464 -3.8034 11.7919
H -35.2645 -4.0769 12.7355
H -34.0816 -2.4816 11.2905
H -35.3575 -1.7550 12.1929
H -35.7409 -2.8487 9.3274
H -35.2633 -1.1117 9.6965
H -37.8454 -1.7026 11.0303
H -37.7506 -2.8376 9.7106
H -36.7799 0.8389 8.9984
H -37.3955 0.5789 10.5834
H -38.8105 2.1711 8.5807
H -39.0673 1.9246 10.3406
H -40.3713 0.5272 7.9942
H -40.9183 0.7508 9.6526
H -39.9147 -1.7010 8.4119
H -39.9884 -1.3099 10.0832
H -37.6324 -2.2293 7.3207
H -36.3323 -1.2084 7.6850
H -37.4227 0.7732 6.8812
H -38.9419 0.1185 6.5966
H -37.6179 -1.4147 4.8069
H -36.2119 -0.5593 5.3615
H -37.4242 0.3448 4.4782
N -41.2323 -2.5131 18.3049
O -41.2988 -2.1248 17.1556
O -42.0260 -2.0528 19.1191
O -40.3120 -3.1955 18.6829
N -34.9983 -2.0155 19.1539
O -33.9751 -2.3774 19.6678
O -35.5889 -2.6925 18.3221
O -35.4980 -0.9168 19.4529
N -37.9169 3.0713 13.7115
O -36.6836 3.0302 13.8250
O -38.5627 2.2995 13.0035
O -38.4680 4.0843 14.2317
N -38.5118 3.3545 21.5795
O -37.6997 2.5626 21.3340
O -38.7437 4.3836 20.9210
O -39.0742 3.2607 22.5922
N -44.4977 3.3639 18.0223
O -44.5187 3.6571 16.8557
O -45.5104 3.3927 18.7797
O -43.4057 3.2411 18.4837
*
```

Output
Energy, a.u.: -5473.08046
Largest force on an atom, eV Å⁻¹: 9.13
Energy relative to the best compared isomer or geometry (same formula, charge and spin), kJ/mol: 271.8